1.
Below is a gas-phase ion, C7H16NSe (charge +1) at a distorted geometry, with properties calculated with ωB97M-V with the def2-TZVPD basis set.

Last columns: bonded neighbours and bond lengths (Å).
Element x y z (Å)
1 C 1.082 2.085 -0.291  C2 1.528, N8 1.479, H10 1.157, H11 1.084
2 C 2.170 1.453 0.577  C1 1.528, Se9 1.989, H12 1.178, H13 1.093
3 C -0.165 -0.126 -0.758  C4 1.599, C7 1.470, N8 1.485, H14 1.024
4 C 0.761 -1.054 0.158  C3 1.599, C5 1.480, Se9 2.068, H15 1.095
5 C 0.722 -2.464 -0.291  C4 1.480, H16 1.129, H17 1.063, H18 1.006
6 C -2.306 -0.156 0.703  C7 1.576, H19 1.125, H20 1.175, H21 1.201
7 C -1.553 -0.588 -0.613  C3 1.470, C6 1.576, H22 1.055, H23 1.080
8 N -0.118 1.232 -0.161  C1 1.479, C3 1.485, H24 1.065, H25 1.129
9 Se 2.706 -0.370 -0.011  C2 1.989, C4 2.068
10 H 0.806 3.077 0.237  C1 1.157
11 H 1.306 2.246 -1.339  C1 1.084
12 H 3.159 2.080 0.446  C2 1.178
13 H 1.840 1.367 1.615  C2 1.093
14 H 0.192 -0.150 -1.718  C3 1.024
15 H 0.415 -0.826 1.172  C4 1.095
16 H 0.933 -2.617 -1.390  C5 1.129
17 H -0.280 -2.802 -0.182  C5 1.063
18 H 1.291 -2.962 0.373  C5 1.006
19 H -1.958 -0.443 1.733  C6 1.125
20 H -3.369 -0.655 0.737  C6 1.175
21 H -2.507 1.019 0.565  C6 1.201
22 H -2.249 -0.537 -1.405  C7 1.055
23 H -1.546 -1.660 -0.481  C7 1.080
24 H -0.272 1.145 0.889  N8 1.065
25 H -1.058 1.707 -0.567  N8 1.129

total charge = +1
total energy = -2732.18669 Eh
2S+1 = 1
HOMO-LUMO gap = 9.129 eV
lowest unoccupied orbital energy = -3.22 eV

Results of the natural (NBO) charge analysis, in e, for atoms 1 through 8:
1. C -0.241
2. C -0.605
3. C -0.078
4. C -0.285
5. C -0.645
6. C -0.660
7. C -0.474
8. N -0.529


2.
Below is a gas-phase ion, C7H16NSi (charge +1) at a distorted geometry, with properties calculated with ωB97M-V with the def2-TZVPD basis set.

Last columns: bonded neighbours and bond lengths (Å).
Element x y z (Å)
1 C -2.261 2.112 -0.346  C2 1.328, H10 1.078, H11 1.077
2 C -0.970 1.868 -0.152  C1 1.328, Si9 1.880, H12 1.087
3 C 2.722 0.704 0.155  C4 1.468, N8 1.455, H13 1.078, H14 1.081
4 C 2.518 -0.441 -0.742  C3 1.468, N8 1.456, H15 1.082, H16 1.080
5 C -2.058 -1.921 -0.347  C7 1.533, H17 1.086, H18 1.086, H19 1.087
6 C 0.127 -0.167 2.035  Si9 1.894, H20 1.087, H21 1.088, H22 1.088
7 C -0.727 -1.324 -0.819  C5 1.533, Si9 1.900, H23 1.092, H24 1.093
8 N 1.479 0.567 -0.588  C3 1.455, C4 1.456, Si9 1.898, H25 1.016
9 Si -0.204 0.189 0.205  C2 1.880, C6 1.894, C7 1.900, N8 1.898
10 H -2.629 3.107 -0.537  C1 1.078
11 H -3.000 1.329 -0.320  C1 1.077
12 H -0.293 2.718 -0.177  C2 1.087
13 H 2.645 0.551 1.220  C3 1.078
14 H 3.391 1.502 -0.135  C3 1.081
15 H 3.036 -0.484 -1.691  C4 1.082
16 H 2.296 -1.408 -0.315  C4 1.080
17 H -1.984 -2.279 0.676  C5 1.086
18 H -2.855 -1.185 -0.393  C5 1.086
19 H -2.338 -2.759 -0.981  C5 1.087
20 H -0.812 -0.393 2.533  C6 1.087
21 H 0.781 -1.021 2.194  C6 1.088
22 H 0.553 0.691 2.551  C6 1.088
23 H 0.029 -2.111 -0.778  C7 1.092
24 H -0.833 -1.048 -1.872  C7 1.093
25 H 1.389 1.201 -1.376  N8 1.016

total charge = +1
total energy = -620.31508 Eh
2S+1 = 1
HOMO-LUMO gap = 11.215 eV
lowest unoccupied orbital energy = -2.74 eV

Results of the natural (NBO) charge analysis, in e, for atoms 1 through 8:
1. C -0.265
2. C -0.726
3. C -0.220
4. C -0.222
5. C -0.603
6. C -1.139
7. C -0.882
8. N -0.667